(1)
53
Properties=species:S:1:pos:R:3:forces:R:3:lowdin_charge:R:1 method="wB97M-V/def2-TZVPD" orbital_gap_ev="7.3 / 5.2" spin_multiplicity=5 homo_ev="-11.9 / -12.3" s_squared=6.05 total_charge=+1
Pt 0.1605 0.1673 0.1336 0.1065 -0.4409 -0.2094 1.291
S 0.8389 -2.4019 0.1569 0.0136 0.0891 -0.0154 0.952
C 1.3127 -2.0202 1.7391 0.0789 -0.2410 -0.0368 -0.714
C 1.8642 -2.9105 2.6653 -0.0056 0.1074 -0.0024 -0.023
C 2.2184 -2.4003 3.9083 -0.0026 0.0058 -0.0079 -0.009
C 2.0264 -1.0540 4.1628 0.0061 0.0134 0.0031 0.038
C 1.4643 -0.2226 3.1751 0.0781 0.0414 0.0953 -0.071
N 1.1138 -0.7131 2.0104 -0.1630 0.0723 0.1182 -0.070
H 2.0056 -3.9496 2.4018 -0.0057 0.0169 0.0083 0.124
H 2.6458 -3.0469 4.6634 -0.0009 0.0226 -0.0251 0.129
H 2.3112 -0.6237 5.1131 -0.0202 0.0124 -0.0243 0.131
H 1.3274 0.8397 3.3223 -0.0138 -0.0365 0.0182 0.118
C -3.4161 1.3103 4.5442 -0.0101 -0.0052 0.0167 -0.052
C -4.2131 0.4833 3.7589 0.0151 0.0232 0.0199 -0.054
C -3.7556 0.0434 2.5326 0.0271 -0.1106 -0.1282 -0.012
C -2.4891 0.4330 2.0990 0.0481 -0.2109 0.1152 -0.228
C -1.6862 1.2526 2.8777 0.1506 0.0998 -0.1342 -0.025
C -2.1615 1.6991 4.0992 -0.0179 0.0350 0.0658 -0.051
N -1.9754 -0.0232 0.8421 -0.1952 0.6824 0.0942 -0.011
N -2.8268 -0.2974 -0.0079 0.1380 -0.3908 -0.1807 0.137
C -2.3351 -0.7690 -1.2486 -0.0021 0.0756 -0.0882 -0.289
C -3.2682 -1.2084 -2.1560 -0.2005 -0.0224 -0.1103 0.037
C -2.8265 -1.6847 -3.3855 -0.0707 0.0057 -0.0073 -0.002
C -1.4741 -1.6972 -3.6513 0.0126 -0.0286 -0.0332 0.000
C -0.5954 -1.2280 -2.6848 0.0715 -0.0155 0.0099 -0.135
N -1.0209 -0.7795 -1.5132 -0.2503 -0.0435 0.3681 -0.053
H -3.7774 1.6531 5.5051 -0.0056 0.0030 -0.0236 0.115
H -5.1924 0.1825 4.1060 0.0171 -0.0052 -0.0046 0.115
H -4.3542 -0.6088 1.9129 -0.0311 0.0080 0.0169 0.112
H -0.7334 1.5979 2.4951 -0.0922 -0.0394 0.0931 0.071
H -1.5547 2.3646 4.6984 -0.0021 0.0004 -0.0061 0.116
H -4.3142 -1.1646 -1.8882 0.0063 -0.0069 -0.0290 0.130
H -3.5372 -2.0325 -4.1230 0.0062 0.0074 0.0130 0.127
H -1.0869 -2.0413 -4.5995 0.0044 -0.0041 0.0169 0.128
H 0.4721 -1.2004 -2.8610 -0.0780 -0.0492 0.0453 0.103
O 2.5133 3.4062 0.1563 -0.1756 0.0516 0.1080 -0.213
S 2.2552 2.1393 0.7437 0.2717 -0.0255 -0.0469 0.512
O 3.1234 1.6671 1.7959 -0.0967 0.0356 -0.0802 -0.300
O 0.8053 1.9494 1.1811 0.2199 -0.0604 -0.0806 -0.467
C 2.4457 0.9096 -0.6027 0.0744 0.2920 -0.1133 -0.303
C 3.5641 0.0646 -0.4220 -0.3298 0.0115 -0.0127 -0.065
C 4.0931 -0.6359 -1.4793 0.0339 -0.1246 -0.1445 -0.043
C 3.5377 -0.5027 -2.7517 0.1009 -0.0835 0.0041 -0.026
C 2.4308 0.2984 -2.9558 -0.0749 0.0558 0.1819 -0.065
C 1.8644 1.0148 -1.8994 0.2894 -0.0408 0.1165 -0.252
S 0.4161 2.0016 -2.3529 -0.1063 0.2650 -0.0128 0.503
O 0.8375 3.3446 -2.5662 -0.0739 -0.1036 0.1031 -0.223
O -0.1517 1.2814 -3.4678 0.0717 0.0712 0.0173 -0.297
O -0.4722 1.8549 -1.1265 0.1951 -0.1012 -0.1190 -0.417
H 4.0206 0.0222 0.5572 -0.0014 0.0520 -0.0073 0.115
H 4.9658 -1.2590 -1.3308 -0.0238 0.0064 -0.0063 0.120
H 3.9803 -1.0263 -3.5899 -0.0082 0.0150 0.0125 0.122
H 1.9841 0.3936 -3.9375 0.0213 0.0124 0.0284 0.126

***

(2)
57
Properties=species:S:1:pos:R:3:forces:R:3:lowdin_charge:R:1 method="wB97M-V/def2-TZVPD" orbital_gap_ev=6.2 spin_multiplicity=1 homo_ev=-11.1 total_charge=+1
W -0.1987 0.2392 -0.7230 1.7238 0.0708 1.8218 1.812
O -0.5756 -1.5396 0.2643 -0.1422 -0.1672 -0.5538 -0.228
N -0.3560 -2.6332 -0.3875 0.1651 -0.0474 0.1562 0.109
N 0.3542 -2.4438 -1.4037 -0.3231 0.3783 0.5607 -0.131
O 0.7877 -1.2070 -1.6218 0.3055 -0.4078 -0.2248 -0.216
C 0.7241 -3.4709 -2.3116 0.4012 -0.5735 -0.6601 -0.158
C 0.3526 -4.7883 -2.0596 -0.0645 0.1881 0.2396 0.002
C 0.7532 -5.7672 -2.9474 0.0854 0.0369 -0.1039 -0.052
C 1.5124 -5.4325 -4.0633 0.0213 -0.0114 0.0297 -0.051
C 1.8622 -4.1128 -4.3068 -0.0043 -0.1298 0.0068 -0.043
C 1.4652 -3.1168 -3.4330 -0.1244 0.2402 0.2504 0.011
H -0.2258 -5.0331 -1.1805 -0.0083 -0.0311 -0.0023 0.119
H 0.4880 -6.7994 -2.7683 -0.0411 0.0112 0.0437 0.116
H 1.8405 -6.2113 -4.7378 -0.0217 0.0082 -0.0349 0.115
H 2.4552 -3.8604 -5.1741 -0.0205 0.0416 -0.0116 0.118
H 1.7155 -2.0796 -3.6047 0.0382 -0.0245 -0.0500 0.117
O -3.8920 0.8792 0.7381 0.1565 -0.0331 -0.3013 0.146
C -2.7381 0.6484 0.9657 -0.4297 0.0663 0.6683 -0.452
O -1.8358 0.6913 -0.0436 -0.9171 -0.0682 0.5220 -0.278
C -2.1994 0.3534 2.3065 0.1032 -0.1309 0.2552 -0.148
C -3.1652 0.1111 3.2905 -0.0113 0.1000 -0.1773 0.000
C -2.8138 -0.0866 4.6076 0.0295 -0.0420 -0.0128 -0.051
C -1.4697 -0.0576 4.9599 -0.0876 0.0395 0.0202 -0.049
C -0.5021 0.1595 3.9981 0.2320 0.0123 -0.1348 -0.106
C -0.8439 0.3624 2.6619 -0.2023 0.0290 -0.3651 -0.523
S 0.5227 0.7150 1.5846 -0.0720 0.2239 -0.7952 0.802
H -4.1991 0.0971 2.9763 -0.0347 0.0197 0.0667 0.125
H -3.5782 -0.2567 5.3523 0.0145 -0.0323 0.0153 0.113
H -1.1781 -0.2000 5.9916 0.0417 -0.0165 -0.0023 0.116
H 0.5461 0.1862 4.2657 -0.0003 -0.0330 0.0829 0.106
N -6.9034 2.1152 -4.3947 0.0742 -0.0263 0.0251 0.151
C -5.6838 1.5959 -4.1435 0.1240 0.0032 0.0613 -0.288
C -5.2325 1.4616 -2.8142 -0.0071 -0.0192 0.0269 0.004
C -3.9980 0.9301 -2.5515 -0.1499 -0.1440 -0.1020 -0.070
C -3.1881 0.5159 -3.6137 0.5241 -0.1551 0.4072 -0.332
C -3.6028 0.6525 -4.9382 0.1519 -0.0662 -0.0677 -0.039
C -4.8405 1.1844 -5.1966 -0.0445 -0.0077 -0.0909 -0.004
S -1.6423 -0.1413 -3.2134 -0.4581 -0.0115 -0.3992 0.704
O -0.9938 -0.7950 -4.2937 -0.1468 0.2668 -0.3139 -0.220
O -1.7247 -0.9488 -1.9631 -0.1239 0.2430 -0.0653 -0.356
N -0.6726 1.0447 -2.5944 0.4843 -0.6809 0.3584 -0.220
C -0.9863 2.2868 -2.1462 -0.1161 1.8236 -0.1752 -0.739
S -1.9054 3.5447 -2.8686 0.1269 -0.1636 0.1869 1.138
C -1.5969 4.5131 -1.4693 -0.0058 -0.1056 -0.2134 -0.342
C -0.8202 3.8539 -0.5873 0.1689 -0.0698 0.5948 -0.177
N -0.4636 2.5841 -0.9711 -0.3870 -0.5898 -1.3724 -0.050
H -7.4936 2.4016 -3.6355 -0.0796 0.0061 -0.0586 0.113
H -7.2562 2.1878 -5.3311 -0.0303 0.0161 0.0082 0.114
H -5.8776 1.7535 -1.9960 0.0138 0.0306 0.0265 0.126
H -3.6647 0.7999 -1.5339 -0.1288 0.0415 0.1183 0.087
H -2.9461 0.3282 -5.7345 -0.0707 -0.0002 -0.0701 0.126
H -5.1898 1.2745 -6.2166 0.0374 0.0177 -0.0279 0.122
H -2.0101 5.5037 -1.3945 0.0616 0.0455 0.0402 0.079
H -0.4752 4.2246 0.3649 -0.0103 0.0580 -0.0047 0.128
O 2.1225 0.7705 -2.9086 -0.0557 0.1352 0.9100 0.010
N 2.5341 1.1047 -1.8498 0.8773 0.0696 -1.1613 -0.089
O 1.7203 0.9613 -0.7810 -1.6426 -0.4343 0.0494 -0.416

***

(3)
48
Properties=species:S:1:pos:R:3:forces:R:3:lowdin_charge:R:1 method="wB97M-V/def2-TZVPD" orbital_gap_ev=6.4 spin_multiplicity=1 homo_ev=-11.7 total_charge=+1
Pd -0.5540 0.4049 0.0464 -1.3177 -0.6520 0.9252 1.065
Br -1.4368 -0.9554 -2.1912 -0.2443 -0.0644 -0.2166 0.984
C -0.7826 0.4192 -3.3031 0.1659 0.0533 0.1903 -0.578
C -1.1216 0.4777 -4.6140 0.0560 0.0829 -0.1387 -0.081
C -0.5777 1.5130 -5.4093 -0.0979 -0.1100 -0.0007 -0.038
C 0.2699 2.4280 -4.8659 0.0883 0.0870 0.0405 -0.005
C 0.6260 2.3846 -3.4940 -0.0189 0.0121 -0.0662 -0.135
C 1.4767 3.3608 -2.9165 -0.0507 -0.0014 -0.1530 -0.003
C 1.7800 3.3426 -1.5935 0.0156 -0.0972 0.2358 -0.031
C 1.2501 2.3264 -0.7496 0.2235 0.3552 -0.4712 -0.062
C 0.4601 1.4024 -1.3298 0.3746 -0.1551 0.2903 -0.122
C 0.0824 1.3472 -2.6894 0.0841 0.1067 -0.0029 -0.200
H -1.7923 -0.2524 -5.0446 -0.0081 0.0123 0.0070 0.117
H -0.8489 1.5718 -6.4542 0.0053 -0.0126 0.0044 0.119
H 0.6833 3.2215 -5.4752 -0.0057 -0.0031 0.0024 0.126
H 1.8710 4.1426 -3.5531 -0.0104 -0.0193 -0.0091 0.128
H 2.4126 4.1006 -1.1530 0.0017 0.0054 -0.0059 0.121
H 1.4577 2.3458 0.3056 -0.0103 0.0711 0.0486 0.091
C 0.3212 -5.6262 1.7777 -0.0172 0.0283 -0.0154 -0.019
C 0.1613 -4.1995 1.3504 0.0183 -0.0559 0.0167 -0.225
C -1.0835 -3.5771 1.3210 -0.0370 -0.0015 0.0086 0.021
C -1.1903 -2.2635 0.9170 0.0664 -0.0136 -0.0239 -0.121
N -0.1132 -1.5579 0.5451 0.4332 -0.1733 -0.4078 -0.109
C 1.0950 -2.1335 0.5642 -0.0645 -0.0065 -0.0524 -0.087
C 1.2628 -3.4416 0.9549 0.0285 -0.0110 0.0012 0.016
H -0.6017 -6.0263 2.1913 0.0032 0.0061 -0.0023 0.087
H 1.1095 -5.7176 2.5250 -0.0022 0.0079 -0.0047 0.097
H 0.6094 -6.2423 0.9239 -0.0017 0.0115 0.0014 0.101
H -1.9778 -4.1112 1.6123 0.0084 0.0132 0.0071 0.131
H -2.1471 -1.7536 0.8846 -0.0082 0.0172 0.0077 0.116
H 1.9315 -1.5237 0.2534 -0.0074 0.0018 0.0070 0.124
H 2.2570 -3.8684 0.9548 -0.0083 0.0022 -0.0050 0.132
C 0.9846 1.0895 4.4267 -0.0573 -0.0251 0.0588 -0.059
C -0.3605 0.8535 4.1797 -0.0647 -0.0409 0.0334 -0.039
C -0.8142 0.5778 2.8904 0.1966 0.0505 0.2265 -0.062
C 0.1515 0.5588 1.9169 0.3255 0.6186 -0.5098 -0.201
C 1.4976 0.7532 2.0940 0.0226 -0.1981 0.6136 -0.110
C 1.9107 1.0334 3.3978 0.1171 -0.0518 -0.1888 -0.050
H 1.3146 1.3091 5.4328 -0.0106 0.0148 -0.0045 0.116
H -1.0827 0.8991 4.9843 0.0258 -0.0041 0.0126 0.121
H -1.8634 0.4203 2.6871 -0.0323 0.0606 -0.0380 0.112
H 2.2177 0.6631 1.2934 0.0088 0.0621 -0.0220 0.104
H 2.9622 1.2017 3.5909 -0.0125 0.0015 0.0319 0.117
F -1.5052 2.2688 0.6228 0.3085 0.1031 -0.1742 0.042
B -2.8381 1.8660 0.1577 -0.4926 -0.3885 -0.5842 -1.209
F -2.9685 0.5223 0.6934 -0.0156 0.2429 0.0176 0.026
F -3.8088 2.6964 0.5681 0.1940 -0.0294 0.1172 0.229
F -2.6874 1.7484 -1.2274 -0.1760 0.0867 0.1915 0.105

***

(4)
54
Properties=species:S:1:pos:R:3:forces:R:3:lowdin_charge:R:1 method="wB97M-V/def2-TZVPD" orbital_gap_ev=8.0 spin_multiplicity=1 homo_ev=-8.0
Be -1.4066 0.4923 -1.3110 0.0721 -0.0440 0.0899 -0.147
N 0.3946 3.2259 -0.7215 -0.0336 0.0113 -0.1342 0.140
C 0.3587 2.6235 -1.9226 0.0156 -0.0436 0.1401 -0.629
N -0.2314 1.4732 -2.1413 -0.0447 0.0189 -0.1357 0.052
C -0.0250 1.0245 -3.4411 -0.0365 -0.0861 0.0580 -0.299
C 0.6867 1.8509 -4.2244 0.0448 -0.0014 -0.0236 -0.313
S 1.1773 3.2399 -3.3140 0.0270 0.0176 -0.0263 1.094
C -0.6204 -0.2927 -3.6609 0.0032 0.0678 0.0858 -0.323
C -0.5881 -1.1673 -4.6811 0.0034 -0.0309 -0.0308 -0.312
S -1.4035 -2.6259 -4.2224 0.0482 -0.0209 0.0033 1.082
C -1.7315 -1.9568 -2.6680 0.0754 -0.0165 0.0858 -0.679
N -1.2938 -0.7362 -2.5350 -0.1064 0.0919 -0.1354 0.008
N -2.3778 -2.6065 -1.6701 -0.1153 0.0519 -0.0276 0.129
H -0.2374 2.8430 -0.0310 -0.0357 0.0565 0.0403 0.065
H 0.4445 4.2321 -0.7047 -0.0066 -0.0001 0.0605 0.101
H 0.9673 1.7306 -5.2560 -0.0002 -0.0005 -0.0020 0.082
H -0.1193 -1.0718 -5.6447 -0.0066 0.0043 -0.0055 0.083
H -2.4383 -3.6088 -1.7295 0.0182 -0.0115 0.0071 0.103
H -2.1697 -2.2392 -0.7453 0.0346 -0.0265 0.0277 0.044
Se 1.6737 -1.7298 -1.3400 -0.0168 -0.0142 -0.0035 0.314
P 1.0677 -1.0089 0.5604 -0.0276 0.0106 0.0074 0.185
Se -0.9844 -0.2081 0.7675 -0.0539 -0.0715 -0.0233 0.563
C 2.1945 0.2947 1.1655 0.0975 0.0130 -0.0558 -0.395
C 3.5337 0.2370 0.7843 -0.0140 0.0297 -0.0312 -0.112
C 4.4373 1.1698 1.2675 -0.0091 0.0361 0.0176 -0.079
C 4.0109 2.1713 2.1297 0.0174 -0.0195 -0.0230 -0.085
C 2.6790 2.2342 2.5089 -0.0313 -0.0109 0.0061 -0.081
C 1.7724 1.2979 2.0311 -0.0119 -0.0156 0.0521 -0.122
C 1.2202 -2.3044 1.8392 0.0435 -0.0382 0.0137 -0.394
C 2.2608 -3.2239 1.7205 -0.0254 -0.0078 -0.0250 -0.113
C 2.4605 -4.1822 2.7008 -0.0188 -0.0059 0.0335 -0.079
C 1.6200 -4.2356 3.8052 0.0247 -0.0027 -0.0283 -0.086
C 0.5816 -3.3254 3.9257 -0.0083 0.0250 -0.0045 -0.082
C 0.3829 -2.3596 2.9482 -0.0032 0.0473 0.0179 -0.115
H 3.8578 -0.5272 0.0891 -0.0108 -0.0128 0.0069 0.064
H 5.4748 1.1191 0.9635 0.0026 -0.0006 -0.0001 0.104
H 4.7162 2.9036 2.5014 0.0004 0.0018 0.0034 0.102
H 2.3398 3.0148 3.1776 -0.0042 0.0002 0.0011 0.104
H 0.7331 1.3528 2.3292 0.0002 0.0020 -0.0010 0.061
H 2.8987 -3.1977 0.8459 -0.0029 0.0158 -0.0035 0.067
H 3.2705 -4.8927 2.5989 -0.0004 -0.0025 -0.0005 0.104
H 1.7735 -4.9882 4.5678 -0.0007 0.0000 0.0025 0.102
H -0.0783 -3.3631 4.7828 -0.0033 0.0018 -0.0015 0.104
H -0.4293 -1.6516 3.0498 -0.0041 -0.0073 0.0047 0.055
N -4.8534 0.4212 -0.6256 0.0484 -0.0269 0.0494 0.199
C -3.8910 1.3700 -0.6156 0.0083 -0.0946 0.0594 -0.461
O -2.8322 1.1406 -1.2963 0.0232 0.1164 -0.1281 -0.058
C -4.0884 2.5633 0.0855 -0.0263 0.0775 0.0377 -0.196
C -3.0780 3.5532 0.0973 -0.0693 -0.0887 -0.0241 -0.202
N -2.2454 4.3522 0.1061 0.0719 -0.0070 0.0045 0.142
C -5.2952 2.7478 0.8066 0.0922 -0.0338 0.0505 -0.232
N -6.2936 2.7959 1.3827 -0.0273 0.0206 -0.0399 0.136
H -5.6535 0.5040 -0.0208 -0.0119 0.0157 -0.0257 0.101
H -4.6234 -0.4756 -1.0158 -0.0056 0.0085 -0.0271 0.107